(1)
Molecular formula: C3H11N3
Method: DFT, the ωB97M-V functional and the def2-TZVPD basis

Positions of all 17 atoms, in Å:
H: -4.0482 -1.8317 -0.9846
N: -3.7187 -1.5456 -0.0656
C: -2.5348 -1.0852 -0.1946
N: -1.8769 -0.5450 0.8691
H: -1.9059 -1.3056 -1.0587
H: -1.0700 0.0474 0.7743
H: -2.4496 -0.3807 1.6815
C: 2.4901 0.7064 0.8877
N: 1.1292 0.6155 0.3240
C: 1.1325 0.8582 -1.1410
H: 2.8692 1.7121 0.7036
H: 3.1838 0.0276 0.3823
H: 2.4393 0.4885 1.9510
H: 0.9095 -0.3702 0.4305
H: 1.0008 -0.0755 -1.6795
H: 0.3197 1.5173 -1.4316
H: 2.1300 1.1665 -1.4482

Computed properties:
SMILES string: [H]/N=C/N.CNC
Multiplicity: 1
Molar mass in g/mol: 89.14
ΔE to the lowest compared entry with this formula, charge and spin in eV: 1.199



(2)
Molecular formula: C4H10OS2
Method: DFT, the ωB97M-V functional and the def2-TZVPD basis

Positions of all 17 atoms, in Å:
C: 1.2216 0.9903 -0.2289
C: 0.0000 0.0000 0.0000
S: -1.0731 0.8083 1.1175
C: -1.4821 2.1619 0.0201
S: -0.2103 3.3745 -0.4176
C: 0.7890 2.0863 -1.1949
H: 1.5893 1.3511 0.7509
H: 2.0355 0.4060 -0.6995
H: 0.4081 -0.9574 0.3772
H: -0.5383 -0.2121 -0.9438
H: -1.9028 1.7228 -0.9049
H: -2.2922 2.7220 0.5254
H: 0.2489 1.7703 -2.1081
H: 1.6386 2.7224 -1.5095
O: 2.0508 3.7506 -4.8472
H: 2.6876 4.0184 -5.5479
H: 2.4862 2.9947 -4.3920

Computed properties:
SMILES string: C1CSCSC1.O
Multiplicity: 1
Molar mass in g/mol: 138.26
ΔE to the lowest compared entry with this formula, charge and spin in eV: 0.855



(3)
Molecular formula: C3H11NO2
Method: DFT, the ωB97M-V functional and the def2-TZVPD basis

Positions of all 17 atoms, in Å:
N: -2.4334 0.3324 -0.2183
C: -1.3426 -0.6436 -0.1299
C: -0.3628 -0.2998 0.9995
C: 0.4267 0.9724 0.7680
O: 1.1799 1.3556 1.9156
H: -2.4354 0.8590 -1.0779
H: -3.3318 -0.1218 -0.1438
H: -0.7906 -0.7212 -1.0712
H: -1.7731 -1.6153 0.1016
H: -0.9470 -0.1464 1.8963
H: 0.2976 -1.1533 1.1803
H: 1.1751 0.8672 -0.0259
H: -0.2873 1.7272 0.4247
H: 0.6627 1.1102 2.6903
O: 3.3791 -1.1988 -2.3060
H: 2.5817 -0.6717 -2.2104
H: 4.0012 -0.6521 -2.7929

Computed properties:
SMILES string: NCCCO.O
Multiplicity: 1
Molar mass in g/mol: 93.13
ΔE to the lowest compared entry with this formula, charge and spin in eV: 0.511



(4)
Molecular formula: C3H2O2S
Method: DFT, the ωB97M-V functional and the def2-TZVPD basis

Positions of all 8 atoms, in Å:
C: -0.0766 -1.1316 -0.0019
C: -0.9114 1.1418 -0.0126
C: 0.8577 0.0250 0.0037
O: 0.1254 -2.2923 -0.0751
O: -1.1008 2.2943 -0.0594
S: -1.7599 -0.3530 0.0841
H: 1.3850 0.1803 0.9330
H: 1.4806 0.1354 -0.8719

Computed properties:
Multiplicity: 1
Molar mass in g/mol: 102.11
ΔE to the lowest compared entry with this formula, charge and spin in eV: 1.311



(5)
Molecular formula: H4O2
Method: DFT, the ωB97M-V functional and the def2-TZVPD basis

Positions of all 6 atoms, in Å:
O: -1.6466 -0.0445 -0.0740
H: -1.9630 0.8590 0.0523
H: -2.2476 -0.5538 0.4884
O: 1.7449 0.1136 0.0575
H: 0.9629 -0.2550 -0.2855
H: 2.4613 -0.6029 -0.1229

Computed properties:
SMILES string: O.O
Multiplicity: 1
Molar mass in g/mol: 36.03
ΔE to the lowest compared entry with this formula, charge and spin in eV: 0.237



(6)
Molecular formula: C6H11PS
Method: DFT, the ωB97M-V functional and the def2-TZVPD basis

Positions of all 19 atoms, in Å:
C: 0.2481 -2.4644 0.2929
C: -0.0308 -1.0215 0.4918
C: -1.0784 -0.4215 1.0235
C: -1.1123 1.1022 1.1679
C: 0.3046 1.6981 0.7064
P: 1.2772 0.2277 -0.0678
C: 1.2477 0.7792 -1.8640
S: 3.0530 0.1070 0.6113
H: 0.2525 -2.7981 -0.7196
H: -0.7342 -2.9501 0.7880
H: 1.0567 -2.7553 0.9075
H: -1.9911 -0.9391 1.1903
H: -1.8392 1.7410 0.4838
H: -1.3110 1.2125 2.2445
H: 0.0588 2.5337 0.0029
H: 1.0471 2.1004 1.4865
H: 0.9717 0.0383 -2.6098
H: 0.5599 1.6412 -1.8777
H: 2.2772 1.2313 -2.0836

Computed properties:
SMILES string: CC1=CCC[P@@]1(C)=S
Multiplicity: 1
Molar mass in g/mol: 146.20
ΔE to the lowest compared entry with this formula, charge and spin in eV: 0.326